A.
Here is a single C20H25NO3 molecule from OMol25. Energies are from ωB97M-V/def2-TZVPD.

```
49
C20H25NO3 ωB97M-V/def2-TZVPD
C -3.261 3.290 -5.469
O -1.957 2.696 -5.645
C -1.520 2.054 -4.488
C -2.308 1.561 -3.439
C -1.848 1.021 -2.246
C -0.490 0.993 -1.994
C 0.025 0.581 -0.741
C 1.398 0.452 -0.498
C 1.899 0.195 0.877
O 3.205 0.639 1.006
C 1.883 -1.396 1.112
N 1.383 -1.911 2.476
C 1.813 -3.234 2.889
C 0.965 -0.941 3.538
C 2.173 -0.577 4.288
C 2.017 0.378 5.463
C 1.173 1.587 4.897
C -0.081 1.281 4.008
C 0.388 0.385 2.891
O 1.370 0.981 2.036
C 2.245 0.913 -1.483
C 1.813 1.302 -2.736
C 0.412 1.326 -3.003
C -0.131 1.878 -4.167
H -3.482 3.727 -6.508
H -4.118 2.702 -5.233
H -3.051 4.029 -4.736
H -3.426 1.545 -3.366
H -2.446 0.722 -1.432
H -0.673 0.299 0.137
H 3.161 1.405 1.657
H 2.897 -1.796 0.918
H 1.199 -1.724 0.302
H 2.878 -3.312 3.015
H 1.314 -3.665 3.739
H 1.745 -3.936 2.071
H 0.227 -1.347 4.305
H 2.981 -0.184 3.668
H 2.515 -1.560 4.734
H 2.893 0.804 5.802
H 1.555 -0.086 6.341
H 0.863 2.169 5.743
H 1.945 2.204 4.377
H -0.970 0.980 4.688
H -0.516 2.208 3.585
H -0.498 0.257 2.271
H 3.322 0.890 -1.419
H 2.554 1.701 -3.398
H 0.492 2.442 -4.904
```

Results
SMILES   COc1ccc2cc([C@]3(O)CN(C)[C@H]4CCCC[C@H]4O3)ccc2c1
HOMO energy   -7.761 eV
Kohn-Sham gap   8.1 eV

B.
Here is a molecular structure, C20H25NO3 from OMol25. Energies are from ωB97M-V/def2-TZVPD.

```
49
C20H25NO3 ωB97M-V/def2-TZVPD
C -1.940 -2.748 1.547
H -2.857 -3.066 1.235
O -1.166 -2.626 0.198
C 0.025 -2.323 0.169
C 0.767 -2.174 1.161
C 1.996 -1.660 1.212
C 2.518 -1.548 0.067
C 1.819 -1.711 -1.342
C 0.488 -2.140 -1.166
H -0.022 -2.463 -1.939
H 2.207 -1.441 -2.189
O 3.824 -0.931 -0.310
C 4.168 0.000 -1.012
C 3.740 1.474 -0.017
O 2.304 1.378 -0.101
C 1.727 2.092 1.242
C 0.345 1.660 1.327
N -0.563 2.648 0.557
C -1.833 2.617 0.692
C -2.567 1.322 0.245
C -3.757 0.728 0.545
C -4.417 -0.272 0.196
C -3.722 -0.819 -1.024
C -2.610 -0.352 -1.414
C -1.945 0.870 -1.235
C -0.564 1.257 -1.547
C -0.293 2.425 -0.958
H 0.777 3.005 -1.198
H -1.008 3.342 -1.309
H -0.665 1.258 -2.555
H 0.166 0.644 -1.339
H -2.120 -0.867 -2.588
H -4.139 -1.750 -1.535
H -5.233 -0.907 0.427
H -4.198 1.118 1.512
H -2.043 2.696 1.877
H -2.441 3.397 0.196
H 0.037 2.016 2.587
H 0.139 0.798 1.069
H 1.832 3.332 1.065
H 2.405 1.748 2.195
H 4.019 1.363 1.188
H 3.992 2.275 -0.480
H 3.552 0.064 -1.822
H 5.116 0.289 -1.162
H 2.808 -1.415 2.017
H 0.419 -2.200 2.352
H -1.880 -1.905 1.968
H -1.509 -3.377 2.045
```

Results
HOMO energy   -7.529 eV
Kohn-Sham gap   8.0 eV

It is A that is most stable; the runner-up trails by 1635.3 kJ/mol.

A.
Here is a single CH5BOS molecule from OMol25. Energies are from ωB97M-V/def2-TZVPD.

```
9
CH5BOS ωB97M-V/def2-TZVPD
B -0.620 -0.122 -0.206
C 0.031 1.167 0.185
O 0.303 -1.194 0.504
S 1.609 1.191 0.439
H -1.697 -0.465 0.077
H -0.413 2.154 0.183
H -0.628 -0.109 -1.432
H 0.236 -1.858 -0.238
H 1.178 -0.764 0.487
```

Results
HOMO energy   -8.961 eV
Kohn-Sham gap   8.8 eV

B.
Here is a single CH5BOS molecule from OMol25. Energies are from ωB97M-V/def2-TZVPD.

```
9
CH5BOS ωB97M-V/def2-TZVPD
O -0.566 0.512 1.135
B -0.303 0.835 -0.111
C 0.991 0.185 -0.942
S 0.829 -1.573 -0.628
H -1.463 0.648 1.419
H -0.901 1.361 -0.943
H 1.976 0.400 -0.341
H 1.076 0.494 -2.119
H 0.194 -2.145 -1.673
```

Results
SMILES   OBCS
HOMO energy   -8.422 eV
Kohn-Sham gap   8.9 eV

It is B that is most stable; the runner-up trails by 129.2 kJ/mol.

A.
Here is a single C4H10ClNO molecule from OMol25. Energies are from ωB97M-V/def2-TZVPD.

```
17
C4H10ClNO ωB97M-V/def2-TZVPD
C -0.465 -0.930 -2.198
C 0.203 -0.161 -1.056
O -0.244 -0.884 0.096
C 0.211 -0.406 1.377
C -0.799 0.505 1.970
N 1.433 0.180 1.349
Cl 0.129 -2.008 2.415
H 0.108 -1.809 -2.309
H -1.508 -1.014 -2.188
H -0.316 -0.379 -3.087
H -0.431 0.770 -1.040
H 1.302 -0.075 -1.081
H -0.888 1.265 1.274
H -0.471 0.918 2.870
H -1.772 0.003 2.123
H 1.770 0.811 2.029
H 2.052 -0.393 0.946
```

Results
SMILES   CCO[C@](C)(N)Cl
HOMO energy   -9.888 eV
Kohn-Sham gap   10.8 eV

B.
Here is 2 unconnected molecules or ions with the total composition C4H10ClNO from OMol25. Energies are from ωB97M-V/def2-TZVPD.

```
17
C4H10ClNO ωB97M-V/def2-TZVPD
C 2.303 1.426 0.331
C -0.109 -1.513 -0.683
C -1.289 -1.212 1.349
C -1.239 0.541 -0.217
N -0.955 -0.698 0.197
O -1.168 0.803 -1.527
Cl -2.331 1.525 0.737
H 2.895 1.829 1.087
H 1.679 0.561 0.561
H 1.727 2.274 -0.230
H -0.610 -2.393 -1.044
H 0.091 -0.930 -1.524
H 0.794 -1.760 -0.056
H 2.978 1.020 -0.540
H -1.940 -0.654 1.973
H -0.923 -2.191 1.420
H -1.902 1.373 -1.833
```

Results
HOMO energy (alpha / beta)   -6.307 / -6.306 eV
Kohn-Sham gap (alpha / beta)   6.9 / 6.9 eV

It is A that is most stable; the runner-up trails by 246.8 kJ/mol.